Entry 1:
82
Properties=species:S:1:pos:R:3:forces:R:3 method="wB97M-V/def2-TZVPD" max_force_ev_per_a=5.0 lumo_energy_ev="0.69 / 0.68" de_lowest_kcal_mol=135.24 homo_lumo_gap_ha="0.1673 / 0.1673" charge=-1 homo_ha="-0.14212 / -0.14213"
Mg 11.474 12.476 13.536 0.5 0.1 0.5
C 14.013 6.910 19.863 0.5 -0.9 -0.4
C 13.272 7.729 18.852 0.8 2.3 -0.5
C 11.909 8.056 18.910 0.5 1.3 -1.7
C 11.403 9.042 18.019 1.5 -0.4 -0.3
C 12.261 9.744 17.145 -0.6 -0.6 1.0
C 13.618 9.430 17.073 0.7 -0.1 -0.8
C 14.120 8.415 17.893 -2.1 -0.7 0.5
S 11.441 10.913 16.085 -0.3 3.1 -3.6
O 10.070 10.441 15.926 0.3 -0.3 0.7
O 12.196 10.878 14.773 -0.1 -1.5 0.9
N 11.414 12.470 16.398 -0.7 -2.1 0.5
C 12.687 13.110 16.628 -0.4 2.7 1.1
C 13.255 14.071 15.445 -0.4 -0.9 0.8
O 13.976 15.064 15.700 -1.4 -2.0 -0.7
O 12.815 13.628 14.316 0.8 1.6 0.0
H 13.672 5.883 19.777 0.0 -0.4 0.2
H 13.844 7.200 20.914 0.2 0.2 -0.5
H 15.104 6.908 19.574 -1.1 0.0 0.8
H 11.183 7.610 19.551 -0.1 -0.5 0.6
H 10.355 9.226 17.864 -0.3 0.1 0.5
H 14.242 9.918 16.278 -0.6 -0.5 1.0
H 15.078 7.944 17.744 0.5 0.6 0.0
H 13.449 12.409 16.963 0.4 0.2 0.1
H 12.401 13.842 17.455 1.2 -0.8 -0.6
C 12.499 18.902 12.727 0.9 0.4 0.7
C 11.240 18.108 13.021 0.1 -2.0 0.3
C 11.363 17.446 14.446 0.1 -0.3 -0.2
C 10.080 19.068 13.191 -1.1 -0.4 0.3
C 11.153 17.043 11.856 -1.5 0.6 -0.8
C 10.562 17.318 10.550 0.7 0.4 0.2
C 10.602 16.424 9.482 -1.3 1.1 1.4
C 10.982 15.105 9.706 0.3 -0.5 1.2
S 10.970 14.159 8.299 1.1 -1.7 -2.2
C 11.041 12.296 10.979 -1.5 0.5 -2.0
N 11.296 13.539 11.585 2.5 -0.9 0.3
C 11.392 14.723 11.008 -0.8 0.7 1.1
C 11.602 15.780 11.995 1.0 -1.3 0.7
C 11.578 10.267 9.856 -0.6 0.4 -1.2
C 11.746 9.199 8.973 -0.4 2.1 -0.2
C 11.392 7.983 9.424 -0.1 -2.3 -0.3
C 11.203 7.690 10.793 -0.5 0.9 -0.9
C 11.074 8.725 11.716 0.7 0.1 -0.4
C 11.247 10.062 11.194 0.4 -0.5 1.3
H 12.734 19.430 13.673 0.4 -0.2 -0.5
H 12.324 19.670 11.990 -0.2 0.3 -0.4
H 13.366 18.315 12.343 -0.7 0.2 0.7
H 11.517 18.238 15.204 0.0 -0.2 -0.4
H 12.212 16.754 14.518 -0.2 0.1 0.1
H 10.443 16.907 14.777 0.6 0.3 -0.6
H 10.386 19.829 13.917 -0.1 0.0 -0.1
H 9.119 18.597 13.590 1.3 0.4 -0.7
H 9.882 19.564 12.262 -0.4 0.4 -0.6
H 10.132 18.288 10.382 0.0 0.4 -0.2
H 10.182 16.711 8.516 0.1 0.0 0.2
H 12.126 15.399 12.901 -0.6 0.4 -0.6
H 12.052 9.354 7.940 -0.3 0.1 0.1
H 11.195 7.213 8.656 0.6 0.0 0.7
H 11.151 6.624 10.933 -0.4 -0.1 1.0
H 10.934 8.536 12.794 0.1 0.3 -0.7
N 13.042 12.107 9.387 0.5 0.2 -1.4
C 11.667 11.782 9.517 0.8 -1.6 4.7
N 10.868 12.227 8.439 -1.7 1.8 -1.1
C 9.463 12.059 8.593 2.4 -0.5 -2.6
N 8.703 11.922 7.500 0.8 0.0 -0.9
N 8.815 12.031 9.690 -1.1 0.3 3.3
C 9.503 12.327 10.788 0.9 -0.8 -0.3
N 11.217 11.226 11.942 -1.0 -0.3 -1.4
C 8.696 12.511 11.969 -1.1 0.9 1.4
C 7.317 12.417 11.910 -0.9 -0.5 -1.6
C 6.579 12.243 13.070 0.0 1.1 1.2
C 7.170 12.564 14.300 0.0 -0.4 -1.3
C 8.537 12.835 14.250 -1.4 0.1 -0.1
N 9.244 12.800 13.160 1.5 -0.9 -0.1
H 13.202 12.889 8.776 0.4 0.3 0.3
H 13.713 11.928 10.137 -1.0 0.3 -0.4
H 9.048 11.899 6.540 0.1 0.1 0.8
H 7.718 11.969 7.659 -0.3 -0.1 0.0
H 6.800 12.475 10.920 0.6 -0.6 1.0
H 5.540 11.965 13.008 -0.2 0.2 0.0
H 6.663 12.660 15.247 -0.2 -0.4 0.0
H 9.054 13.047 15.136 0.8 0.4 1.3

=====

Entry 2:
10
Properties=species:S:1:pos:R:3:forces:R:3 method="wB97M-V/def2-TZVPD" max_force_ev_per_a=3.0 lumo_energy_ev="4.44 / 4.44" de_lowest_kcal_mol=80.89 homo_lumo_gap_ha="0.2892 / 0.2890" charge=-1 homo_ha="-0.12608 / -0.12588"
C -0.517 0.400 0.792 0.4 -1.2 -2.7
N -0.231 -0.550 1.679 1.2 0.8 1.0
N 0.413 -0.213 -1.091 -0.8 1.2 1.5
N -1.021 -1.597 1.748 -0.4 -0.4 0.2
O -2.012 -1.730 1.016 -0.3 0.0 -0.4
O -0.726 -2.445 2.600 -0.1 -0.2 0.0
H -1.504 0.469 0.342 0.0 0.0 0.1
H 0.054 1.308 0.888 0.1 0.1 0.0
H 1.361 -0.263 -0.711 -0.2 -0.2 0.1
H 0.062 -1.166 -1.063 0.0 -0.1 0.2

=====

Entry 3:
25
Properties=species:S:1:pos:R:3:forces:R:3 method="wB97M-V/def2-TZVPD" max_force_ev_per_a=5.2 lumo_energy_ev="3.45 / 1.42" homo_lumo_gap_ha="0.1615 / 0.2271" charge=-1 homo_ha="-0.03473 / -0.17492" multiplicity=3
C 0.332 1.034 1.967 -3.7 1.2 -2.2
C 1.181 -0.029 2.091 2.7 0.6 2.2
C -0.894 0.942 1.210 0.0 2.1 1.1
C 0.950 -1.457 1.902 -1.3 -0.4 -0.4
C 1.099 -1.658 0.347 3.7 -0.6 0.6
C 0.189 -0.730 -0.394 1.2 -2.8 -0.6
C -0.245 2.336 -2.358 -3.5 0.3 2.3
N -1.871 1.265 0.616 0.7 -0.7 0.7
N 0.379 0.292 -1.143 -0.2 -0.1 -0.3
N 1.447 0.905 -1.376 -0.6 1.4 0.1
O -1.876 -1.866 0.782 1.4 0.2 -2.5
O -2.307 -0.486 -1.222 1.0 -4.4 -2.7
O -1.299 -2.771 -1.476 0.5 2.6 1.2
O 1.052 2.230 -1.893 1.9 -1.6 -0.2
S -1.340 -1.597 -0.576 -4.1 -1.7 0.8
H 0.551 2.124 1.942 0.6 -1.1 0.5
H 2.120 0.276 2.532 0.4 -0.3 0.1
H 1.666 -2.115 2.487 -0.9 0.7 -0.8
H -0.154 -1.707 2.150 1.8 0.0 -0.2
H 2.266 -1.568 0.021 -2.8 0.5 0.8
H 0.960 -2.725 0.158 -0.9 0.0 -0.6
H -0.810 2.980 -1.516 0.8 -1.2 -2.1
H -0.813 1.313 -2.293 1.1 2.0 -0.5
H -0.294 2.806 -3.352 0.2 -0.2 0.4
H -2.289 0.205 -0.606 -0.2 3.3 2.6

=====

Entry 4:
78
Properties=species:S:1:pos:R:3:forces:R:3 method="wB97M-V/def2-TZVPD" max_force_ev_per_a=9.6 lumo_energy_ev=-2.04 homo_lumo_gap_ha=0.2946 homo_ha=-0.36963
C 3.057 -2.011 3.394 0.0 -0.3 1.2
N 1.970 -2.365 2.392 1.3 -0.2 -1.1
C 2.239 -1.706 1.028 1.5 -0.5 0.0
C 1.457 -2.509 -0.217 1.2 0.2 0.7
C 2.646 -2.934 -1.253 0.1 -2.0 1.0
C 2.231 -3.951 -2.464 1.5 1.7 -1.0
S 1.133 -5.386 -1.995 1.8 -7.3 -5.5
O 2.076 -6.619 -1.735 -2.8 4.8 0.6
O 0.303 -5.767 -3.267 1.9 2.6 4.8
O 3.440 -1.771 -1.772 -3.7 0.3 0.0
S 2.441 -0.617 -2.517 4.5 5.5 -6.4
O 3.222 0.753 -2.430 -3.2 -5.3 1.2
O 2.269 -0.908 -4.023 -0.3 -0.5 5.9
C 0.808 -0.291 -1.597 0.6 -0.5 3.0
S -0.440 0.691 -2.585 -6.1 -2.0 -7.0
O -0.496 0.317 -4.112 1.6 1.5 6.1
O -1.900 0.612 -2.083 5.4 0.4 0.3
C -0.007 2.553 -2.579 -0.2 2.6 -2.7
F 1.270 2.845 -3.293 -4.3 -1.0 2.9
F -1.086 3.183 -3.428 3.7 -2.4 2.8
C -0.135 3.242 -1.098 -1.6 1.9 0.7
F -1.284 4.223 -1.143 4.8 -4.5 0.0
F -0.450 2.308 0.008 1.5 2.8 -3.7
C 1.205 4.195 -0.791 0.8 1.8 1.7
F 0.927 4.816 0.557 0.9 -1.8 -6.9
F 2.460 3.419 -0.667 -4.6 3.0 -0.7
F 1.286 5.344 -1.747 0.0 -4.6 3.4
C 0.221 -1.640 -0.858 -1.0 0.1 1.0
C -0.635 -1.080 0.469 -1.7 0.4 -0.3
O -0.926 -2.223 1.399 -2.2 1.7 -0.2
C -2.146 -1.963 2.178 0.7 2.4 7.1
C -3.695 -2.223 1.666 0.2 -0.6 -0.4
O -1.964 -1.510 3.449 -1.1 -3.1 -8.6
C -0.866 -2.497 -1.726 -2.2 0.1 1.6
O -0.632 -2.563 -3.171 -3.0 -2.0 -0.6
C -1.776 -3.162 -3.891 -0.1 -0.9 -1.4
F -2.921 -2.194 -4.075 4.1 -3.4 0.7
F -2.347 -4.368 -3.245 1.8 4.3 -1.9
F -1.261 -3.615 -5.235 -2.1 2.0 5.0
H 4.133 -2.162 2.938 -2.0 0.6 0.9
H 2.902 -0.934 3.875 0.4 -2.2 -1.4
H 2.938 -2.771 4.307 0.3 1.6 -2.0
H 2.115 -3.405 2.218 -0.4 1.7 0.3
H 3.416 -1.833 0.869 -2.4 0.5 -0.2
H 2.045 -0.553 1.021 0.2 -2.2 0.3
H 1.060 -3.508 0.301 0.5 2.3 -1.3
H 3.441 -3.536 -0.593 -1.8 1.6 -1.6
H 3.257 -4.439 -2.836 -2.5 0.6 1.0
H 1.812 -3.405 -3.439 0.4 -1.2 2.4
H 0.357 -5.218 -0.842 0.5 0.5 -0.8
H 1.135 0.428 -0.699 -0.5 -1.4 -2.1
H -0.101 -0.182 1.005 -0.8 -2.1 -0.8
H -1.711 -0.678 0.165 2.5 -0.6 0.1
H -3.915 -3.393 1.575 0.8 2.5 0.0
H -3.850 -1.728 0.612 0.3 -1.0 2.0
H -4.507 -1.822 2.432 2.3 -0.6 -1.5
H -1.009 -3.561 -1.206 0.5 2.2 -1.4
H -1.922 -1.958 -1.585 2.4 -1.1 -0.2
C 1.593 4.750 4.362 -0.3 0.1 0.0
Cl 2.617 3.321 4.653 -0.2 0.3 -0.1
Cl 0.216 4.735 5.492 0.3 0.0 -0.2
Cl 2.554 6.229 4.616 -0.2 -0.4 -0.1
Cl 0.987 4.715 2.687 0.6 -0.1 3.1
C -3.507 7.231 0.172 0.0 -0.1 0.0
Cl -2.261 8.391 0.698 -0.3 -0.3 -0.1
Cl -4.664 8.051 -0.906 0.3 -0.1 0.1
Cl -2.733 5.885 -0.702 -1.2 1.7 0.8
Cl -4.368 6.597 1.596 0.4 0.1 -0.3
C -8.764 7.356 1.845 0.0 0.1 -0.1
Cl -10.281 7.663 0.962 0.3 -0.1 0.2
Cl -8.666 8.442 3.253 0.0 -0.3 -0.3
Cl -8.732 5.662 2.398 0.0 0.4 -0.1
Cl -7.378 7.655 0.766 -0.6 0.0 0.3
C 6.019 -4.931 2.089 0.4 -0.1 0.2
Cl 4.503 -4.623 1.205 0.3 -0.2 0.3
Cl 6.117 -3.844 3.497 0.1 -0.4 -0.4
Cl 6.052 -6.624 2.642 -0.1 0.5 -0.2
Cl 7.406 -4.631 1.010 -0.5 -0.1 0.3

=====

Entry 5:
32
Properties=species:S:1:pos:R:3:forces:R:3 method="wB97M-V/def2-TZVPD" max_force_ev_per_a=0.9 lumo_energy_ev=-8.21 de_lowest_kcal_mol=0.00 homo_lumo_gap_ha=0.2936 charge=+2 homo_ha=-0.59516
Rh 0.893 -1.000 -0.292 0.2 0.5 0.8
C 1.547 4.175 0.479 0.0 0.0 0.0
C 1.291 3.036 1.388 0.0 -0.1 -0.1
N 1.236 3.063 2.676 0.0 0.1 0.1
N 0.984 1.779 3.070 0.0 0.0 0.0
C 0.879 0.943 2.051 -0.1 0.1 0.2
S 0.556 -0.723 1.983 -0.1 -0.5 0.0
N 1.078 1.716 0.971 0.0 0.2 -0.1
N 1.017 1.171 -0.320 0.1 -0.1 -0.3
H 1.663 5.072 1.082 0.0 0.0 0.0
H 0.716 4.330 -0.211 0.0 0.0 0.0
H 2.464 4.025 -0.095 0.0 0.0 0.0
H 0.909 1.566 4.056 0.0 0.0 0.0
H 1.902 1.364 -0.797 0.0 0.0 0.0
H 0.291 1.661 -0.844 0.0 -0.1 0.0
O 1.249 -2.961 -0.474 0.1 -0.1 -0.1
C 1.900 -2.758 -1.560 -0.1 0.2 -0.1
O 1.816 -1.595 -2.057 -0.2 -0.3 0.0
H 2.505 -3.546 -2.010 0.0 0.0 0.0
C -1.430 -2.164 -2.218 0.0 0.0 0.0
P -1.272 -1.476 -0.567 0.1 0.0 -0.3
C -1.872 -2.702 0.594 0.1 0.0 0.0
C -2.303 -0.009 -0.445 0.0 0.0 0.0
H -2.483 -2.354 -2.436 0.0 0.0 0.0
H -0.889 -3.109 -2.260 0.0 0.0 0.0
H -1.028 -1.476 -2.961 0.0 0.0 0.0
H -2.895 -2.959 0.309 0.0 0.0 0.0
H -1.869 -2.314 1.611 0.0 0.0 0.0
H -1.250 -3.596 0.538 0.0 0.0 0.0
H -3.349 -0.318 -0.517 0.0 0.0 0.0
H -2.098 0.680 -1.265 0.0 0.0 0.0
H -2.158 0.478 0.519 0.0 0.0 0.0

=====

Entry 6:
79
Properties=species:S:1:pos:R:3:forces:R:3 method="wB97M-V/def2-TZVPD" max_force_ev_per_a=1.1 lumo_energy_ev=-10.28 de_lowest_kcal_mol=13.05 homo_lumo_gap_ha=0.3326 charge=+3 homo_ha=-0.71045
Ti 0.493 -1.172 -0.375 -0.3 0.1 -0.7
C 1.604 1.080 4.575 0.0 0.0 0.0
C 1.981 1.070 3.121 -0.1 0.1 -0.1
C 2.912 -0.038 2.712 0.1 0.0 0.0
O 0.662 0.906 2.353 0.1 0.0 0.1
P 0.298 1.526 1.001 -0.1 -0.2 -0.2
O 0.824 0.647 -0.205 0.1 -0.1 1.1
C -1.504 1.403 0.881 0.0 0.1 0.0
P -2.144 -0.280 0.720 0.3 -0.1 0.0
O -1.329 -0.860 -0.505 -0.1 -0.2 0.6
O -1.688 -1.084 1.938 0.0 0.0 0.0
C -2.509 -1.519 3.169 0.0 0.1 -0.1
C -1.556 -1.434 4.327 0.0 0.0 0.1
C -3.047 -2.890 2.879 0.0 -0.1 0.1
O -3.647 -0.350 0.590 -0.1 0.1 -0.3
C -4.725 0.099 -0.420 0.1 -0.1 0.2
C -4.178 -0.022 -1.812 0.0 0.0 -0.1
C -5.175 1.470 -0.005 0.0 0.0 -0.1
O 0.835 2.930 0.787 0.0 0.1 -0.2
C 0.606 4.183 1.665 0.0 -0.2 0.0
C 1.914 4.917 1.673 0.0 0.1 0.0
C -0.542 4.932 1.048 0.0 0.1 0.0
H 2.509 1.228 5.166 0.0 0.0 0.0
H 1.165 0.127 4.869 0.0 0.0 0.0
H 0.914 1.888 4.812 0.0 0.0 0.0
H 2.365 2.043 2.811 0.0 0.0 -0.1
H 2.589 -1.003 3.099 0.0 0.0 0.0
H 3.900 0.183 3.122 0.0 -0.1 0.1
H 3.034 -0.100 1.629 0.0 0.1 0.0
H -1.810 1.987 0.006 0.0 0.0 0.0
H -1.945 1.850 1.777 0.0 0.0 0.0
H -3.302 -0.775 3.243 0.0 0.0 0.0
H -0.712 -2.110 4.186 0.0 0.0 0.0
H -2.087 -1.740 5.229 0.0 0.0 0.0
H -1.193 -0.419 4.476 0.0 0.0 0.0
H -2.235 -3.602 2.729 0.0 0.0 0.0
H -3.707 -2.903 2.014 0.0 0.0 0.0
H -3.625 -3.218 3.744 0.0 0.0 0.0
H -5.487 -0.652 -0.224 0.0 0.0 0.0
H -3.390 0.710 -2.007 0.0 0.0 0.0
H -4.993 0.189 -2.506 0.0 0.0 0.0
H -3.813 -1.026 -2.023 0.0 0.0 0.0
H -4.416 2.226 -0.215 0.0 0.0 0.0
H -5.451 1.503 1.047 0.0 0.0 0.0
H -6.061 1.727 -0.587 0.0 0.0 0.0
H 0.356 3.786 2.652 0.0 0.0 0.0
H 2.206 5.198 0.662 0.0 0.0 0.0
H 2.716 4.344 2.133 0.0 -0.1 0.0
H 1.785 5.832 2.253 0.0 0.0 0.0
H -0.311 5.217 0.022 0.0 0.0 0.0
H -0.712 5.844 1.621 0.0 0.0 0.0
H -1.470 4.360 1.066 0.0 0.0 0.0
F 0.962 -2.175 0.995 0.1 0.5 -0.4
B 0.988 -4.401 -0.402 0.1 -0.3 0.1
F -0.068 -3.723 -0.893 0.0 0.2 0.0
F 2.177 -4.056 -0.856 0.0 0.1 -0.1
F 0.824 -5.327 0.485 -0.1 0.0 0.0
C -0.256 -1.213 -6.004 -0.1 0.0 0.0
C 0.825 -2.265 -5.818 0.1 -0.1 0.0
C 1.109 -2.614 -4.358 0.1 0.0 0.1
S 1.787 -1.180 -3.479 -0.2 0.0 0.1
O 1.215 -1.415 -1.986 0.3 -0.2 -0.3
C 3.522 -1.630 -3.334 0.0 -0.1 0.0
C 4.427 -0.462 -2.968 0.0 -0.1 0.0
C 3.997 0.282 -1.713 0.0 0.0 0.1
H -0.487 -1.096 -7.061 0.0 0.0 0.0
H 0.048 -0.230 -5.638 0.0 0.0 0.0
H -1.178 -1.503 -5.497 0.0 0.0 0.0
H 1.750 -1.982 -6.325 0.0 0.0 0.0
H 0.519 -3.210 -6.273 0.0 0.0 0.0
H 1.838 -3.417 -4.243 -0.1 -0.1 0.0
H 0.199 -2.866 -3.810 0.0 0.1 0.0
H 3.732 -2.033 -4.330 0.1 0.0 0.0
H 3.550 -2.459 -2.619 0.0 0.0 0.0
H 4.506 0.216 -3.818 0.0 0.0 0.0
H 5.420 -0.891 -2.822 0.0 0.0 0.0
H 3.037 0.790 -1.842 0.0 0.0 0.0
H 4.728 1.048 -1.459 0.0 0.0 0.0
H 3.925 -0.392 -0.854 0.0 0.0 0.0